Molecular formula: CH8N4O
Method: DFT, wB97M-V/def2-TZVPD

XYZ file:
```
14
Properties=species:S:1:pos:R:3
C 1.47 0.92 0.42
N -1.88 -0.28 -0.67
N -0.84 -1.18 -0.05
N 0.30 -0.88 -0.81
N 1.37 -0.50 0.14
O -1.93 1.02 -0.04
H -1.53 1.61 -0.68
H -2.76 -0.72 -0.39
H -0.80 -1.03 0.96
H 0.59 -1.75 -1.26
H 1.49 -1.08 0.97
H 0.76 1.27 1.19
H 1.27 1.46 -0.50
H 2.49 1.15 0.71
```

- frontier orbital gap (hartree) = 0.36800
- highest occupied orbital energy (eV) = -8.88
- LUMO (Ha) = 0.0416
- molar mass (g/mol) = 92.102
- energy above the lowest of the compared OMol25 structures with the same formula, charge and spin (kcal/mol) = 83.05
- SMILES string = CNNNNO